No. 1
Density functional theory data (ωB97M-V/def2-TZVPD) for 2 unconnected molecules or ions with the total composition CHBrClNO2.

Its energy above the lowest of the compared OMol25 structures with the same formula, charge and spin is 3.4357 eV. As for the net charge: 0.

Bonds (Å) are listed after each position.
Geometry (Å):
1 C 0.6984 -0.1893 0.1917  N2 1.408, Br6 1.806, H7 1.078
2 N -0.0473 0.6353 -0.6719  C1 1.408, O3 1.217, O4 1.212
3 O -0.2498 0.1812 -1.7822  N2 1.217
4 O -0.4065 1.7153 -0.2560  N2 1.212
5 Cl -2.1093 -1.6140 0.8269  no bonds
6 Br 1.0846 0.4277 1.8441  C1 1.806
7 H 1.0299 -1.1561 -0.1526  C1 1.078

---

No. 2
Density functional theory data (ωB97M-V/def2-TZVPD) for 2 unconnected molecules or ions with the total composition CHBrF2N2O2.

Its energy above the lowest of the compared OMol25 structures with the same formula, charge and spin is 3.2064 eV. As for the net charge: 0.

Bonds (Å) are listed after each position.
Geometry (Å):
1 C -0.8725 -0.0805 0.3277  N2 1.235, N3 1.437, Br8 1.864
2 N -0.5701 -1.0520 1.0276  C1 1.235, F6 1.338
3 N 0.1283 0.9491 0.2607  C1 1.437, O4 1.204, O5 1.636
4 O -0.1531 2.0753 0.5788  N3 1.204
5 O 1.7006 0.6157 -0.0420  N3 1.636, H9 0.977
6 F -1.3749 -2.0862 0.7583  N2 1.338
7 F 1.3443 -0.3575 -2.5300  no bonds
8 Br -2.2158 0.0048 -0.9623  C1 1.864
9 H 2.0132 -0.0687 0.5813  O5 0.977

---

In order of appearance, E = -89196.1631, -83595.4947 eV.